Entry 1:
{
  "formula": "C5H10O2",
  "method": "the ωB97M-V functional and the def2-TZVPD basis",
  "energy_ha": -346.85519,
  "fmax_ha_per_bohr": 0.091,
  "e_homo_ev": -9.76,
  "total_charge": 0,
  "gap_ha": 0.3916,
  "species": ["O", "C", "C", "C", "C", "C", "O", "H", "H", "H", "H", "H", "H", "H", "H", "H", "H"],
  "xyz": [[2.15823, 0.33588, 0.71983], [1.69755, -0.90790, 0.12015], [0.34866, -0.68703, -0.78885], [-0.78405, -1.14996, 0.06560], [-1.38110, 0.61097, 0.54872], [-0.61892, 1.53768, -0.39988], [0.08490, 0.63960, -1.30551], [1.17381, 0.65319, 0.82987], [1.73548, -1.54623, 1.03664], [2.57397, -1.08591, -0.49937], [0.62719, -1.28497, -1.66400], [-0.58324, -1.78869, 0.93951], [-1.69311, -1.48432, -0.43082], [-1.58498, 1.14928, 1.50416], [-2.36411, 0.44923, 0.11586], [-0.10206, 2.35190, 0.17544], [-1.28821, 2.20729, -0.96735]],
  "forces_ev_per_a": [[-4.5, 1.1, 0.0], [1.7, 1.7, 0.0], [1.8, -0.6, 1.2], [-1.8, 3.2, 1.5], [-0.7, -1.3, -1.1], [-0.4, -0.5, 0.5], [0.7, 0.4, 0.6], [3.3, 0.5, 0.5], [-1.1, -0.6, -1.3], [-0.3, -1.0, -0.5], [-0.8, 0.1, -0.1], [0.2, 0.4, -0.5], [0.2, 0.0, -0.2], [0.7, -1.4, 0.0], [-0.2, 0.2, 0.1], [1.0, -1.3, -0.4], [0.0, -0.9, -0.4]]
}

Entry 2:
{
  "formula": "C4H14N2O",
  "method": "the ωB97M-V functional and the def2-TZVPD basis",
  "energy_ha": -345.44234,
  "smiles": "CNC[C@@H](C)N.O",
  "fmax_ha_per_bohr": 0.094,
  "e_homo_ev": -8.66,
  "total_charge": 0,
  "gap_ha": 0.3397,
  "species": ["C", "N", "C", "C", "C", "N", "H", "H", "H", "H", "H", "H", "H", "H", "H", "H", "H", "H", "O", "H", "H"],
  "xyz": [[-1.30082, -0.58834, 0.61171], [-0.12962, -1.38002, 0.11963], [1.14215, -0.64680, -0.19073], [0.87674, 0.21981, -1.43781], [1.91949, 1.29275, -1.74078], [0.50432, -0.76266, -2.40987], [-0.87996, 0.52194, 0.52501], [-2.00492, -0.60640, -0.17149], [-1.51074, -0.78913, 1.69845], [0.16495, -1.98407, 0.97821], [1.55190, 0.00563, 0.70081], [1.82403, -1.59790, -0.17466], [-0.05985, 0.92776, -1.33165], [2.33519, 1.36875, -2.66770], [2.70280, 1.21478, -1.14539], [1.53455, 2.33445, -1.53997], [0.02850, -1.50746, -1.98496], [1.22503, -1.16863, -2.93845], [-3.58410, 0.80365, 4.64377], [-3.63300, 1.75343, 4.27741], [-2.70664, 0.58845, 4.17846]],
  "forces_ev_per_a": [[3.8, 2.9, 0.3], [0.9, -1.5, 3.5], [0.2, 0.1, 2.9], [-1.3, 0.5, 0.5], [-3.7, 1.4, 0.1], [-0.5, 1.4, -2.2], [-1.3, -1.8, 0.7], [-1.7, -0.4, -0.1], [-0.5, 0.0, -1.5], [-0.8, 1.0, -2.3], [-0.9, -0.9, -1.2], [-0.4, 2.3, -1.2], [1.3, -1.9, 0.6], [0.7, -0.4, -3.0], [3.7, -0.6, 3.0], [0.1, -1.1, -0.1], [-0.9, -0.9, 0.8], [1.4, -0.2, -0.7], [2.3, 2.1, -2.3], [-0.5, -1.9, 1.1], [-1.8, -0.1, 1.2]]
}

Entry 3:
{
  "formula": "C4H11N2",
  "method": "the ωB97M-V functional and the def2-TZVPD basis",
  "energy_ha": -268.18978,
  "smiles": "C[NH2+][C@@H]1C[C@H]1N",
  "fmax_ha_per_bohr": 0.092,
  "e_homo_ev": -13.17,
  "total_charge": 1,
  "gap_ha": 0.3618,
  "species": ["C", "N", "C", "C", "C", "N", "H", "H", "H", "H", "H", "H", "H", "H", "H", "H", "H"],
  "xyz": [[-2.00513, -0.81706, -0.06502], [-1.23456, 0.44607, 0.00939], [0.14581, 0.43182, 0.49410], [1.22483, 1.30138, -0.08569], [1.20226, -0.14802, -0.41546], [2.14219, -1.06292, 0.13759], [-1.23781, -1.52178, -0.29123], [-2.53815, -1.00845, 0.98073], [-2.82585, -0.82301, -0.77711], [-1.82997, 0.94679, 0.63792], [-1.29572, 1.03800, -0.76892], [0.11973, 0.26635, 1.54119], [1.75947, 1.98039, 0.62580], [0.83595, 1.98066, -0.83481], [1.09153, -0.45152, -1.38255], [2.75290, -1.23767, -0.63288], [2.71688, -0.81565, 0.89713]],
  "forces_ev_per_a": [[-0.9, -1.1, 2.0], [-1.4, 0.8, 1.2], [0.1, -0.9, -0.8], [-1.3, 2.6, 0.2], [1.7, 0.7, 4.3], [-0.6, -1.1, -1.2], [-0.1, -1.2, -0.1], [1.6, 0.3, -2.1], [0.3, 0.4, -0.3], [0.0, 1.1, 1.0], [0.0, 0.6, -2.2], [0.5, -0.6, 0.7], [0.2, -1.6, -0.5], [0.1, -0.1, -0.5], [-1.4, -0.2, -2.6], [0.8, -0.7, -0.2], [0.3, 0.8, 1.2]]
}